# 1
Formula: C57H54AsN4O4PPtSb
Source: OMol25
Level of theory: ωB97M-V/def2-TZVPD

Properties
frontier orbital gap	0.105	Eh
relative energy (zero: lowest compared OMol25 entry of this formula, charge and spin)	90.01	kcal per mole
net charge	+1

Last column: Löwdin charge in e.
Positions of all 123 atoms, in Å:
Pt  -0.2952  -0.2820  -0.0558  1.066
O  1.0563  1.0753  6.7895  0.023
C  1.6232  0.1052  6.3325  -0.722
O  2.4039  -0.7898  6.5786  0.030
C  1.1378  -0.0568  4.7589  -0.067
C  -0.1661  -0.4479  4.5375  0.021
C  -0.5732  -0.5229  3.2174  -0.130
N  0.2429  -0.2191  2.2090  -0.003
C  1.5011  0.1325  2.4494  -0.192
C  2.0092  0.2306  3.7402  0.076
C  2.4214  0.4682  1.2567  -0.590
O  3.5522  0.8372  1.5108  0.113
O  1.8705  0.3467  0.1153  -0.123
H  -0.8496  -0.6714  5.3438  0.130
H  -1.5793  -0.8334  2.9651  0.075
H  3.0393  0.5293  3.8768  0.144
N  -2.1846  8.6488  -5.4982  0.182
C  -1.8931  7.8544  -4.7213  -0.169
C  -1.5306  6.8539  -3.7637  -0.208
C  -1.1431  7.2183  -2.4759  0.004
C  -0.8041  6.2459  -1.5540  0.011
C  -0.8387  4.9057  -1.9182  -0.167
C  -1.2138  4.5385  -3.2067  0.013
C  -1.5659  5.5081  -4.1246  0.003
N  -0.5007  3.9021  -0.9725  0.011
C  0.3288  4.0326  0.1223  0.011
C  0.3466  2.8238  0.7396  -0.075
N  -0.4695  1.9547  0.0541  -0.091
C  -0.9560  2.6339  -0.9642  -0.183
H  -1.1174  8.2625  -2.1979  0.132
H  -0.5306  6.5333  -0.5484  0.120
H  -1.2196  3.4964  -3.5009  0.086
H  -1.8641  5.2260  -5.1250  0.098
H  0.8609  4.9373  0.3529  0.136
H  0.8897  2.5493  1.6235  0.120
H  -1.6599  2.2437  -1.6810  0.118
C  -0.5152  -2.2557  -0.0372  -0.264
C  -0.4504  -3.4643  -0.0310  -0.110
C  -0.3772  -4.8875  -0.0238  -0.252
C  -0.1139  -5.5740  1.1673  -0.026
C  0.0001  -6.9523  1.1623  -0.068
C  -0.1447  -7.6583  -0.0249  -0.073
C  -0.4247  -6.9856  -1.2071  -0.074
C  -0.5408  -5.6072  -1.2132  -0.030
H  0.0040  -5.0048  2.0800  0.119
H  0.2058  -7.4815  2.0834  0.111
H  -0.0340  -8.7345  -0.0292  0.108
H  -0.5513  -7.5443  -2.1253  0.106
H  -0.7554  -5.0633  -2.1253  0.094
C  0.3650  1.1003  -3.5771  -0.372
C  0.8604  0.9273  -5.0129  -0.381
As  -0.4714  0.2680  -6.3517  1.325
C  0.4644  0.9521  -7.9281  -0.421
C  1.0304  2.2234  -8.0040  -0.137
C  1.6646  2.6432  -9.1631  -0.073
C  1.7518  1.7922  -10.2560  -0.072
C  1.2013  0.5217  -10.1875  -0.075
C  0.5590  0.1068  -9.0296  -0.127
C  -1.8306  1.6575  -6.0586  -0.389
C  -2.0236  2.7528  -6.8961  -0.085
C  -3.0107  3.6893  -6.6169  -0.090
C  -3.8276  3.5362  -5.5066  -0.094
C  -3.6723  2.4262  -4.6879  -0.093
C  -2.6896  1.4885  -4.9708  -0.161
P  0.4564  -0.3385  -2.4168  1.047
C  2.1841  -0.8543  -2.3671  -0.381
C  2.4546  -2.1483  -1.9192  -0.093
C  3.7638  -2.5666  -1.7660  -0.040
C  4.8090  -1.6915  -2.0304  -0.041
C  4.5423  -0.4002  -2.4594  -0.048
C  3.2343  0.0218  -2.6244  -0.080
C  -0.3936  -1.7232  -3.2404  -0.377
C  0.2673  -2.5993  -4.0969  -0.095
C  -0.4312  -3.6232  -4.7168  -0.063
C  -1.7900  -3.7802  -4.4907  -0.065
C  -2.4534  -2.9157  -3.6307  -0.063
C  -1.7558  -1.8956  -3.0052  -0.141
H  -0.6739  1.4413  -3.5888  0.022
H  0.9493  1.8758  -3.0701  0.083
H  1.7343  0.2761  -5.0638  0.067
H  1.1726  1.9082  -5.3705  0.058
H  0.9687  2.9042  -7.1629  0.093
H  2.0883  3.6382  -9.2132  0.109
H  2.2484  2.1215  -11.1591  0.110
H  1.2711  -0.1463  -11.0359  0.109
H  0.1229  -0.8843  -8.9742  0.090
H  -1.4093  2.8755  -7.7772  0.094
H  -3.1442  4.5380  -7.2756  0.118
H  -4.5974  4.2666  -5.2931  0.116
H  -4.3320  2.2830  -3.8398  0.096
H  -2.6014  0.5954  -4.3594  0.075
H  1.6335  -2.8134  -1.6785  0.093
H  3.9723  -3.5747  -1.4323  0.117
H  5.8321  -2.0155  -1.8941  0.117
H  5.3557  0.2855  -2.6550  0.116
H  3.0378  1.0386  -2.9408  0.108
H  1.3304  -2.4930  -4.2687  0.113
H  0.0874  -4.2967  -5.3864  0.117
H  -2.3307  -4.5818  -4.9765  0.116
H  -3.5112  -3.0451  -3.4395  0.108
H  -2.2595  -1.2326  -2.3099  0.033
C  -5.3443  -0.4234  -1.9149  -0.180
C  -5.1120  0.4006  -0.6549  -0.365
Sb  -3.1938  -0.0429  0.2892  1.502
C  -3.3448  1.3527  1.9496  -0.401
C  -4.2988  0.9583  3.0701  -0.161
C  -3.7037  -1.9935  1.0976  -0.394
C  -5.1236  -2.1853  1.6150  -0.155
H  -6.3366  -0.2233  -2.3216  0.086
H  -5.2802  -1.4932  -1.7057  0.066
H  -4.6104  -0.1868  -2.6878  0.048
H  -5.8664  0.1897  0.1035  0.060
H  -5.1297  1.4698  -0.8673  0.054
H  -3.6631  2.2925  1.4931  0.055
H  -2.3315  1.4973  2.3261  0.031
H  -5.3128  0.8067  2.6993  0.065
H  -4.3434  1.7571  3.8131  0.088
H  -3.9751  0.0508  3.5816  0.069
H  -2.9658  -2.1975  1.8750  0.042
H  -3.4899  -2.6874  0.2831  0.046
H  -5.3641  -1.5048  2.4301  0.054
H  -5.2345  -3.2036  1.9919  0.087
H  -5.8646  -2.0487  0.8264  0.063

Forces on the atoms, in the same order (eV/Å):
1.047 2.591 1.251
-0.146 0.845 1.513
-0.837 -0.560 -3.574
0.840 -0.395 1.365
0.672 0.280 2.998
-0.266 -0.018 -1.443
-0.551 -0.269 0.767
-1.193 -0.327 -1.934
1.508 0.450 -0.096
-0.654 -0.152 -1.537
0.068 -0.238 3.467
-0.611 -0.093 -1.159
-1.721 -0.828 -2.513
0.011 0.040 0.060
-0.020 -0.021 -0.121
-0.006 -0.077 0.090
0.001 -0.047 0.031
-0.053 0.193 -0.186
0.091 -0.243 0.227
-0.026 0.024 -0.089
0.023 -0.118 0.150
-0.184 0.341 -0.416
0.129 -0.143 0.189
0.048 0.208 -0.046
-0.057 -0.280 0.244
0.044 -0.170 0.092
0.054 0.198 0.144
0.465 -0.661 -0.404
-0.277 0.155 -0.192
-0.002 0.000 0.012
-0.012 0.016 0.009
-0.034 0.096 -0.058
0.102 0.043 0.144
-0.034 0.032 -0.030
0.046 -0.104 0.075
0.043 0.090 -0.079
0.816 0.497 -0.113
-0.142 0.624 0.039
-0.022 -0.494 0.012
-0.039 0.191 -0.110
0.008 -0.067 -0.009
-0.002 0.010 0.006
0.011 -0.087 -0.026
-0.004 0.189 0.133
0.030 -0.051 0.036
0.018 0.027 -0.003
-0.042 0.000 0.004
0.018 0.020 -0.014
0.013 -0.054 -0.024
-0.206 0.191 0.834
0.028 -0.168 -0.022
0.034 -0.173 -0.008
-0.076 0.037 0.132
0.013 -0.014 -0.004
0.022 0.062 0.056
-0.013 -0.034 -0.022
0.030 0.000 -0.043
-0.099 -0.070 0.116
0.135 -0.041 -0.038
0.029 0.033 0.067
-0.110 -0.130 -0.098
-0.124 -0.049 -0.016
-0.055 0.002 0.024
0.044 -0.005 -0.058
-0.293 -1.292 -0.178
-0.203 0.124 0.309
-0.055 -0.055 0.063
-0.014 -0.077 0.005
-0.039 0.013 -0.016
0.054 0.068 -0.070
-0.089 0.147 -0.047
-0.224 0.232 0.211
0.121 0.125 0.003
-0.034 -0.010 -0.090
0.000 0.007 -0.001
-0.081 0.092 0.031
0.019 -0.022 -0.160
0.086 -0.036 0.136
-0.077 0.101 -0.002
-0.041 -0.043 -0.062
0.077 0.006 0.128
0.000 0.035 -0.027
0.013 -0.017 -0.003
-0.002 -0.007 0.003
-0.010 0.001 0.009
0.019 0.000 -0.058
0.019 0.030 -0.004
-0.025 0.010 -0.021
0.005 0.004 0.005
-0.028 0.001 -0.002
-0.039 -0.051 0.034
0.081 -0.048 0.031
-0.030 0.023 0.029
-0.004 0.010 0.001
-0.016 0.001 0.003
0.044 0.007 0.018
-0.029 0.008 -0.058
0.015 0.001 0.028
-0.003 0.005 0.005
0.003 -0.002 -0.010
-0.044 -0.061 -0.045
0.024 -0.025 0.037
0.597 0.120 -0.778
0.436 -0.824 1.313
0.336 0.041 -0.206
-0.050 -0.158 -0.126
0.229 0.115 -0.139
-0.037 0.223 -0.091
0.012 -0.017 -0.004
-0.025 -0.003 -0.035
-0.037 -0.015 -0.030
0.274 -0.042 0.256
0.023 -0.003 0.055
0.070 -0.009 -0.074
-0.013 0.008 -0.049
-0.030 -0.029 0.046
0.072 -0.016 -0.049
-0.020 0.018 -0.011
0.050 0.028 -0.096
0.115 -0.006 0.007
-0.022 -0.041 -0.010
0.026 0.024 -0.030
-0.034 -0.021 0.014

# 2
Formula: C53H83N4O2PPb
Source: OMol25
Level of theory: ωB97M-V/def2-TZVPD

Properties
frontier orbital gap	0.276	Eh
relative energy (zero: lowest compared OMol25 entry of this formula, charge and spin)	0.00	kcal per mole

Last column: Löwdin charge in e.
Positions of all 144 atoms, in Å:
Pb  -0.3948  -0.1682  -0.3854  1.411
C  -0.0157  -3.4902  0.7021  -0.085
N  -0.1007  -2.2307  1.4396  -0.281
C  -1.0870  -2.3378  2.5283  -0.076
C  1.2154  -1.8891  1.9903  -0.185
C  1.2639  -0.4737  2.5496  -0.140
N  1.0468  0.5495  1.5216  -0.251
C  2.2987  0.9360  0.8132  -0.151
C  3.2527  -0.1114  0.2887  -0.155
C  4.5735  0.0049  0.7124  0.005
C  5.5987  -0.7296  0.1472  -0.178
C  5.2388  -1.6303  -0.8527  0.010
C  3.9407  -1.8181  -1.3018  -0.074
C  2.8948  -1.0150  -0.7410  -0.353
O  1.6526  -1.0780  -1.1749  -0.320
C  3.6941  -2.7915  -2.4659  -0.525
C  4.9213  -3.6613  -2.7569  -0.072
C  3.3684  -1.9724  -3.7246  -0.033
C  2.5326  -3.7536  -2.1844  -0.053
C  7.0704  -0.5290  0.5029  -0.561
C  7.8080  0.0024  -0.7373  -0.048
C  7.6987  -1.8587  0.9422  -0.050
C  7.2602  0.4851  1.6342  -0.072
C  0.5404  1.7915  2.1345  -0.146
C  -0.9124  1.9675  2.5712  -0.127
C  -1.0731  3.0438  3.4436  -0.011
C  -2.3114  3.5021  3.8454  -0.179
C  -3.4219  2.8443  3.3184  0.003
C  -3.3367  1.7714  2.4473  -0.092
C  -2.0429  1.2765  2.0792  -0.338
O  -1.9213  0.1882  1.3516  -0.363
C  -4.6466  1.0861  2.0097  -0.514
C  -4.7989  -0.1757  2.8760  -0.035
C  -4.7018  0.6888  0.5238  -0.061
C  -5.8679  1.9901  2.2282  -0.069
C  -2.5005  4.7045  4.7673  -0.560
C  -3.3803  4.3194  5.9658  -0.050
C  -3.1794  5.8337  3.9760  -0.047
C  -1.1720  5.2312  5.3145  -0.072
H  0.3219  -4.3194  1.3398  0.102
H  0.6822  -3.3719  -0.1227  0.058
H  -0.9988  -3.7400  0.3003  0.067
H  -0.6121  -2.6820  3.4554  0.097
H  -1.8589  -3.0572  2.2626  0.076
H  -1.5580  -1.3711  2.6954  0.062
H  1.9600  -1.9910  1.2071  0.103
H  1.4754  -2.5920  2.7964  0.131
H  2.2363  -0.3192  3.0369  0.139
H  0.4870  -0.3519  3.3074  0.126
H  2.8772  1.5774  1.4911  0.124
H  1.9826  1.5564  -0.0373  0.103
H  4.7879  0.7213  1.4960  0.101
H  6.0349  -2.2033  -1.3095  0.089
H  5.7655  -3.0675  -3.1121  0.080
H  4.6732  -4.3807  -3.5392  0.083
H  5.2248  -4.2162  -1.8666  0.090
H  4.1872  -1.2869  -3.9546  0.091
H  2.4607  -1.3951  -3.5630  0.055
H  3.2104  -2.6319  -4.5828  0.084
H  2.7364  -4.3478  -1.2891  0.093
H  2.4025  -4.4352  -3.0289  0.077
H  1.6127  -3.1966  -2.0529  0.046
H  7.7469  -0.7039  -1.5661  0.077
H  8.8634  0.1745  -0.5107  0.082
H  7.3638  0.9449  -1.0625  0.088
H  7.6554  -2.6020  0.1453  0.075
H  7.1702  -2.2582  1.8097  0.089
H  8.7474  -1.7119  1.2116  0.081
H  6.8930  1.4709  1.3435  0.083
H  8.3220  0.5785  1.8686  0.082
H  6.7402  0.1675  2.5401  0.085
H  0.7348  2.5877  1.4115  0.102
H  1.1701  2.0080  3.0097  0.130
H  -0.1728  3.5310  3.8013  0.105
H  -4.3992  3.2066  3.6071  0.091
H  -3.9460  -0.8395  2.7174  0.066
H  -5.7162  -0.7149  2.6222  0.083
H  -4.8329  0.0958  3.9327  0.089
H  -3.8097  0.1516  0.2306  0.037
H  -4.8000  1.5780  -0.1026  0.079
H  -5.5755  0.0527  0.3527  0.087
H  -6.0872  2.1474  3.2854  0.078
H  -6.7444  1.5216  1.7768  0.085
H  -5.7195  2.9615  1.7517  0.090
H  -4.3642  3.9721  5.6493  0.074
H  -3.5213  5.1827  6.6205  0.082
H  -2.9074  3.5208  6.5401  0.089
H  -4.1569  5.5215  3.6063  0.078
H  -2.5660  6.1136  3.1173  0.086
H  -3.3168  6.7147  4.6083  0.082
H  -0.6461  4.4560  5.8751  0.087
H  -1.3583  6.0695  5.9881  0.083
H  -0.5228  5.5869  4.5124  0.082
C  2.4871  1.8363  -2.8069  -0.089
N  1.0359  1.9296  -2.8314  -0.268
C  0.4931  0.9351  -3.7378  -0.119
C  0.5840  3.2721  -3.1485  -0.207
C  -0.8370  3.5417  -2.6621  -0.212
N  -1.0051  3.2994  -1.2408  -0.265
C  -0.3002  4.2820  -0.4336  -0.093
C  -2.4155  3.2927  -0.8840  -0.094
H  2.9362  2.0394  -3.7943  0.094
H  2.7783  0.8335  -2.4962  0.066
H  2.8942  2.5512  -2.0896  0.086
H  0.8891  1.0463  -4.7618  0.096
H  -0.5961  1.0091  -3.7790  0.066
H  0.7571  -0.0568  -3.3669  0.048
H  0.6187  3.4687  -4.2340  0.124
H  1.2638  3.9834  -2.6760  0.107
H  -1.5346  2.8932  -3.1980  0.104
H  -1.0980  4.5830  -2.9244  0.124
H  -0.5520  5.3161  -0.7251  0.094
H  0.7794  4.1490  -0.5243  0.078
H  -0.5856  4.1479  0.6108  0.075
H  -2.8869  4.2832  -1.0068  0.095
H  -2.5260  2.9881  0.1557  0.071
H  -2.9441  2.5753  -1.5137  0.076
C  -3.5611  -0.7927  -2.8838  -0.239
P  -2.3280  -1.8746  -2.0411  0.929
C  -1.6445  -2.8369  -3.4332  -0.383
C  -1.0744  -4.0803  -3.1591  -0.112
C  -0.5021  -4.8304  -4.1719  -0.083
C  -0.4683  -4.3354  -5.4682  -0.083
C  -1.0012  -3.0857  -5.7431  -0.079
C  -1.5823  -2.3356  -4.7304  -0.095
C  -3.4743  -3.0575  -1.2418  -0.377
C  -4.1492  -4.0669  -1.9231  -0.085
C  -5.0583  -4.8672  -1.2490  -0.078
C  -5.2907  -4.6757  0.1067  -0.081
C  -4.6169  -3.6740  0.7902  -0.074
C  -3.7148  -2.8634  0.1173  -0.118
H  -4.1487  -1.3680  -3.5988  0.053
H  -3.0596  0.0316  -3.3944  0.027
H  -4.2146  -0.3754  -2.1187  0.029
H  -1.0921  -4.4631  -2.1451  0.103
H  -0.0757  -5.7995  -3.9465  0.108
H  -0.0231  -4.9211  -6.2621  0.103
H  -0.9640  -2.6907  -6.7503  0.104
H  -1.9914  -1.3594  -4.9594  0.094
H  -3.9613  -4.2284  -2.9779  0.108
H  -5.5910  -5.6421  -1.7859  0.104
H  -5.9978  -5.3065  0.6296  0.104
H  -4.7937  -3.5232  1.8483  0.106
H  -3.1975  -2.0637  0.6373  0.071

Forces on the atoms, in the same order (eV/Å):
0.270 0.608 0.271
0.043 -0.026 -0.048
-0.082 0.034 -0.080
-0.033 0.104 0.054
0.039 0.176 0.024
-0.120 -0.227 -0.045
0.107 -0.044 -0.031
0.129 -0.055 -0.203
-0.056 -0.030 0.003
0.077 -0.041 0.052
0.024 0.099 0.069
0.033 0.012 0.102
-0.100 -0.038 -0.052
0.204 -0.004 -0.031
0.057 -0.067 0.174
-0.102 0.015 -0.036
-0.035 0.101 -0.039
-0.009 -0.062 0.088
0.084 0.088 0.044
0.052 0.006 0.013
-0.010 -0.046 0.090
-0.044 0.064 -0.030
-0.062 -0.090 -0.089
-0.233 0.092 -0.088
-0.031 -0.067 -0.027
-0.009 -0.019 0.024
0.101 0.123 0.035
0.076 0.084 -0.083
-0.085 0.033 -0.036
-0.018 -0.016 0.250
-0.109 0.017 -0.258
0.037 -0.144 0.008
0.043 -0.014 -0.112
0.117 0.138 0.085
0.037 -0.086 0.111
-0.043 0.033 0.022
0.048 0.015 -0.070
0.034 -0.038 0.085
-0.068 -0.053 -0.070
-0.005 0.010 0.015
0.093 -0.010 -0.056
-0.005 -0.016 0.025
0.031 -0.091 -0.046
-0.029 0.015 -0.070
0.035 -0.044 0.050
0.001 -0.092 -0.033
0.011 -0.006 -0.012
-0.026 0.026 0.008
0.006 0.035 -0.004
-0.038 0.048 -0.026
-0.066 0.030 0.067
0.006 0.038 -0.015
-0.073 0.006 0.026
0.028 -0.063 -0.006
-0.013 0.000 -0.011
0.057 -0.022 -0.037
-0.011 0.003 -0.032
-0.032 0.049 -0.033
0.010 -0.001 -0.002
-0.047 -0.003 0.006
0.036 -0.020 0.001
-0.147 0.021 0.067
0.012 0.007 -0.016
0.007 -0.004 -0.014
0.020 0.007 -0.024
0.001 -0.024 0.018
0.020 -0.027 0.006
0.009 -0.021 -0.006
-0.008 0.019 0.050
0.006 0.001 0.001
0.006 0.036 0.024
0.091 -0.049 -0.022
0.053 0.050 -0.066
-0.005 0.019 0.018
0.031 -0.028 -0.023
-0.023 -0.017 0.014
-0.008 -0.001 0.001
0.000 -0.027 0.011
0.126 -0.086 -0.057
0.005 0.024 -0.045
0.004 0.048 -0.009
-0.033 0.015 -0.012
-0.011 -0.017 0.021
-0.044 0.001 0.012
-0.009 -0.003 0.012
-0.017 -0.011 0.018
-0.021 -0.003 0.024
-0.012 0.014 -0.014
-0.017 0.021 -0.006
-0.015 0.009 -0.015
0.045 0.024 0.003
-0.005 0.002 0.004
0.032 -0.001 0.016
-0.042 -0.032 -0.041
0.164 -0.027 0.018
-0.029 -0.024 0.131
-0.152 0.005 0.085
0.183 -0.104 -0.043
-0.205 0.053 0.143
0.006 -0.112 -0.042
0.045 0.014 -0.014
0.010 0.011 0.014
0.024 0.009 -0.012
0.007 0.006 -0.008
-0.037 -0.001 -0.012
0.000 -0.003 -0.003
-0.014 -0.042 -0.058
0.060 0.034 0.002
0.027 -0.009 -0.020
-0.014 0.016 0.006
-0.046 -0.018 -0.018
-0.002 -0.008 -0.005
-0.001 0.037 0.028
0.051 0.022 0.020
-0.018 -0.027 -0.053
-0.052 0.011 0.045
-0.048 -0.008 0.018
0.289 0.029 0.076
-0.682 -0.527 -0.349
0.069 0.050 0.163
-0.019 0.017 -0.049
0.026 -0.022 0.053
0.011 -0.005 -0.044
0.056 0.013 -0.047
-0.053 -0.003 0.043
0.114 0.104 0.010
-0.027 0.016 0.023
-0.017 -0.066 -0.073
0.019 0.035 0.024
-0.055 -0.018 0.066
0.035 0.012 -0.094
-0.034 0.019 -0.009
-0.036 0.010 -0.010
-0.016 0.015 0.010
0.004 -0.045 -0.006
0.005 0.004 -0.009
0.008 0.003 0.005
-0.003 0.003 0.003
-0.018 -0.017 -0.020
-0.015 -0.001 -0.001
0.015 -0.016 0.016
0.001 -0.006 -0.004
-0.010 0.026 -0.010
-0.008 -0.001 0.068

no.,HOMO (hartree),largest force on an atom (eV/Å),LUMO (eV)
1,-0.322,3.71,-5.898
2,-0.256,0.93,0.561